Entry from OMol25: a 2-piece molecular cluster, C16H32N3O4S overall (ωB97M-V/def2-TZVPD).

Geometry as ORCA input:
```
! RIJCOSX wB97M-V def2-TZVPD def2/J DEFGRID3
* xyz 1 1
C 0.96219 6.06156 -1.91436
C 0.40528 4.99986 -2.86330
C -0.64800 4.08089 -2.21557
C -0.31686 2.59385 -2.35564
C -1.39419 1.68206 -1.73305
C -0.90117 0.86467 -0.54256
C 0.29045 -0.01030 -0.81348
C 0.67126 -0.42605 -2.10801
C 1.74814 -1.25296 -2.24539
C 2.41095 -1.64979 -1.09613
N 1.98684 -1.22033 0.08304
C 2.64579 -1.62580 1.34121
C 3.08517 -0.41468 2.18151
O 4.28588 -0.84346 2.78684
C 2.03120 0.02171 3.22567
N 2.71336 0.50342 4.41719
N 0.95826 -0.41653 0.25155
H 1.92241 6.44478 -2.26423
H 1.11191 5.64061 -0.91612
H 0.28367 6.91070 -1.81731
H -0.02843 5.47349 -3.74587
H 1.23526 4.38499 -3.22984
H -0.74887 4.32408 -1.15263
H -1.62492 4.25172 -2.67665
H 0.64922 2.41913 -1.86458
H -0.19754 2.36783 -3.41949
H -2.20794 2.31172 -1.36349
H -1.85893 1.02999 -2.47912
H -1.69218 0.20570 -0.16326
H -0.63847 1.52521 0.28910
H 0.11193 -0.08183 -2.96796
H 2.08906 -1.60052 -3.21092
H 3.27098 -2.30650 -1.10055
H 1.91771 -2.23451 1.88144
H 3.51108 -2.23107 1.08370
H 3.26067 0.42907 1.50306
H 4.82972 -0.07880 3.00344
H 1.31422 -0.79229 3.40029
H 1.45921 0.85693 2.81793
H 2.06419 1.02773 4.99082
H 3.03894 -0.26840 4.98605
O -3.77530 -2.66591 2.44013
S -3.94916 -3.55620 1.33294
O -3.84285 -4.96503 1.53669
O -2.91448 -3.11188 0.19084
C -1.54266 -2.98722 0.60152
C -0.84176 -4.32176 0.76783
C -5.43069 -3.18953 0.46709
H -1.49455 -2.38913 1.51469
H -1.06957 -2.41738 -0.19987
H -1.25805 -4.89243 1.59510
H 0.21972 -4.15593 0.96774
H -0.94082 -4.92172 -0.13645
H -5.48443 -2.11902 0.29239
H -6.24546 -3.51554 1.11024
H -5.43741 -3.74922 -0.46419
*
```

Summary:
gap between HOMO and LUMO: 7.617 eV